Record 1
102
Properties=species:S:1:pos:R:3:mulliken_spin:R:1 method="wB97M-V/def2-TZVPD" s2=0.7557 homo_energy_ev="-11.8398 / -12.1090" homo_lumo_gap_ev="7.3 / 7.3" multiplicity=2 charge=+2 de_lowest_ev=0.000
Re 0.173 0.319 -0.224 0.804
P -0.745 1.827 1.780 -0.025
P -0.823 -1.239 1.742 -0.054
Si -1.006 3.326 -1.001 -0.001
Si -1.255 -2.547 -1.128 0.001
O 2.033 -0.266 -0.458 0.002
O 3.935 -0.385 -1.579 0.007
N 6.851 -1.492 -4.416 0.000
N 5.452 -2.706 -5.778 0.000
N -0.920 1.941 0.106 -0.035
N -0.892 -1.274 0.057 -0.050
N 4.713 -1.937 -3.714 0.000
N 0.569 0.380 -2.541 0.002
C 0.377 3.116 2.325 0.008
C 3.334 -2.380 -3.829 -0.001
C 1.747 2.892 2.204 -0.006
C 2.416 -1.377 -4.532 0.000
C -3.511 2.391 4.672 0.000
C -3.926 -1.656 4.324 0.000
C 2.562 0.088 -4.106 -0.003
C -2.305 2.113 2.614 0.004
C -0.456 -3.809 2.764 0.004
C -4.867 -1.259 2.146 -0.002
C 0.136 -2.614 2.362 0.010
C -4.679 2.611 3.953 0.002
C 1.720 -4.751 3.142 0.002
C -4.665 2.571 2.568 -0.002
C -2.317 -3.875 -0.358 -0.001
C 1.524 -2.492 2.352 -0.012
C -1.973 4.730 -0.245 0.000
C 2.760 -0.094 -1.539 -0.002
C 5.659 -2.052 -4.634 0.000
C 2.312 -3.561 2.741 -0.001
C -2.652 -1.610 3.785 0.004
C 2.018 0.521 -2.739 0.030
C -5.034 -1.489 3.504 0.002
C 0.387 -3.292 -1.665 0.000
C -1.817 2.682 -2.575 -0.007
C 0.764 3.891 -1.320 0.002
C 0.817 5.350 3.097 -0.001
C -3.591 -1.199 1.607 -0.001
C 2.644 3.897 2.513 0.000
C -0.049 0.272 1.809 0.296
C -2.325 2.146 4.007 0.001
C 2.179 5.128 2.958 0.003
C -0.085 4.346 2.781 0.002
C -2.159 -1.716 -2.556 0.021
C -2.479 -1.388 2.421 -0.008
C 0.337 -4.875 3.156 0.000
C -3.479 2.313 1.897 -0.004
H 2.337 -5.581 3.457 0.000
H -1.534 -3.909 2.783 0.001
H 2.070 0.708 -4.858 0.001
H -1.793 -4.406 0.433 0.000
H 1.102 4.569 -0.537 0.000
H 0.870 4.408 -2.272 0.000
H 3.614 0.377 -4.138 0.001
H -2.913 4.407 0.196 0.000
H 2.225 1.595 -2.653 -0.004
H -2.217 5.459 -1.017 0.000
H 4.595 -3.202 -5.947 0.000
H -1.147 4.527 2.892 0.001
H 2.590 -1.420 -5.610 0.000
H 3.706 3.719 2.426 0.000
H 0.076 1.110 -3.048 -0.001
H -5.574 2.738 2.010 0.000
H -3.226 -1.925 -2.492 0.001
H 1.188 -2.555 -1.632 0.001
H 3.297 -3.350 -4.331 0.000
H 0.326 -3.712 -2.668 0.000
H -5.603 2.816 4.476 0.000
H 0.232 -0.504 -2.921 0.008
H -1.846 1.591 -2.593 0.002
H 7.616 -1.629 -5.054 0.000
H -4.056 -1.832 5.382 0.000
H 0.455 6.301 3.458 0.000
H -1.318 3.034 -3.476 0.001
H -3.526 2.421 5.752 0.000
H -6.029 -1.540 3.924 0.000
H 2.881 5.910 3.210 0.000
H 2.109 1.913 1.900 0.004
H 4.877 -1.331 -2.912 0.000
H 1.981 -1.553 2.059 0.003
H -5.729 -1.122 1.510 0.000
H 3.388 -3.462 2.745 0.000
H -3.250 -3.489 0.047 0.000
H -1.399 5.249 0.520 0.000
H -1.793 -1.757 4.429 0.000
H -2.572 -4.611 -1.121 0.000
H -0.124 -5.796 3.482 0.000
H 0.678 -4.096 -0.991 0.000
H 1.391 -1.736 -4.403 0.000
H -1.412 1.999 4.572 0.001
H 6.202 -2.855 -6.431 0.000
H 1.467 3.055 -1.317 -0.001
H 3.011 -2.584 -2.812 0.000
H -1.831 -2.071 -3.530 0.001
H 7.053 -1.034 -3.544 0.000
H -3.469 2.265 0.817 -0.001
H -2.070 -0.631 -2.529 -0.010
H -3.463 -1.004 0.550 -0.001
H -2.851 3.012 -2.646 0.001


Record 2
108
Properties=species:S:1:pos:R:3:mulliken_charge:R:1 method="wB97M-V/def2-TZVPD" homo_energy_ev=-4.8006 homo_lumo_gap_ev=6.5 charge=-1
I 0.424 -0.868 -5.167 -0.026
S 2.197 4.165 -7.847 -0.499
P 0.788 3.488 -4.741 -0.039
P 0.485 4.115 -6.868 0.636
O -5.698 3.081 -4.168 -0.564
O -6.422 0.860 -3.609 -0.373
O 2.441 3.127 -5.113 -0.493
O -0.219 5.678 -7.012 -0.552
O 0.097 1.970 -5.282 -0.159
O -0.459 2.861 -7.636 -0.489
O 1.178 2.830 -3.148 -0.454
N 3.822 -4.858 6.785 0.188
N -1.884 1.712 0.051 -0.754
N 6.986 -3.249 6.093 0.088
N 4.721 0.535 4.846 0.150
N 2.298 2.368 5.097 0.113
N -10.462 -2.093 -6.190 0.000
N 2.081 -0.162 1.610 0.220
C -11.396 -4.102 -6.322 -0.382
C -5.493 1.824 -4.201 0.498
C 8.203 -2.941 4.262 -0.645
C -11.542 -3.622 -4.997 -0.434
C 0.075 1.164 -1.416 -0.008
C 2.252 -2.019 2.816 -0.166
C 0.655 1.493 -2.883 2.446
C 6.147 0.355 6.539 -0.401
C 0.249 3.217 5.004 -0.597
C -1.147 3.760 -1.235 -0.838
C 2.128 -6.096 7.510 -0.371
C -0.230 1.032 -4.201 -0.869
C 0.804 -0.555 1.910 -0.311
C -1.808 0.738 -3.995 -0.456
C 6.717 1.200 5.555 -0.519
C 2.005 0.558 -2.900 -0.957
C -6.782 -0.781 -5.575 -0.737
C 0.879 -1.708 2.656 -0.842
C 2.971 -1.046 2.163 -1.201
C 1.183 4.271 4.850 -0.630
C 3.463 -4.357 8.009 -0.284
C 5.815 1.295 4.524 -0.681
C 7.910 -4.262 6.059 -0.524
C 2.440 3.717 4.909 -0.345
C 3.058 -0.244 -2.801 -0.722
C -10.953 -2.382 -4.944 -0.399
C -1.017 2.201 -0.858 0.525
C 0.966 2.054 5.151 -0.362
C 7.155 -2.443 4.998 -0.196
C 3.009 -5.915 6.471 -0.556
C 4.913 -0.037 6.076 -0.858
C -4.193 1.244 -4.967 -0.513
C -10.723 -3.139 -7.035 -0.489
C -7.379 0.415 -4.648 -0.012
C 2.415 -5.109 8.484 -0.609
C -2.790 1.926 -4.477 0.198
C 8.681 -4.094 4.934 -0.467
H 0.038 -2.265 3.044 0.416
H 7.682 1.685 5.597 0.431
H 3.057 1.707 5.182 0.355
H -2.108 0.464 -2.916 0.070
H 3.656 -1.209 -2.579 0.342
H -10.843 -1.681 -4.130 0.353
H 2.982 3.869 -4.730 0.376
H 2.669 -2.860 3.351 0.556
H -4.373 1.394 -6.109 0.312
H 3.129 -6.446 5.538 0.380
H -7.598 -1.512 -5.961 0.204
H 3.901 0.416 4.268 0.332
H -6.270 -0.257 -6.483 0.211
H -7.629 1.377 -5.255 0.302
H -0.828 3.300 5.006 0.398
H 6.588 0.067 7.482 0.450
H -2.081 -0.192 -4.641 0.417
H 9.499 -4.731 4.629 0.404
H -0.595 3.811 -4.442 -0.134
H 0.963 1.111 -0.678 -0.471
H 4.158 -0.674 6.514 0.470
H -4.212 0.093 -4.803 0.126
H 3.984 -3.512 8.435 0.349
H -9.983 -1.243 -6.445 0.239
H -2.530 2.457 0.367 0.281
H 1.360 -6.855 7.562 0.394
H -2.393 2.562 -5.349 -0.042
H 4.567 -4.504 6.205 0.135
H -1.034 3.262 -8.335 0.280
H 0.962 5.320 4.711 0.395
H 1.911 -4.963 9.429 0.383
H 7.938 -5.011 6.837 0.409
H -0.425 0.112 -1.387 0.411
H -2.220 4.165 -1.012 0.409
H 8.583 -2.523 3.341 0.416
H 6.291 -3.118 6.811 0.221
H 3.420 4.165 4.834 0.382
H 1.235 4.838 -4.399 -0.008
H -0.951 5.824 -6.362 0.325
H 0.643 1.032 5.290 0.391
H -2.990 2.669 -3.602 0.172
H 4.035 -0.907 2.042 0.613
H -10.410 -3.107 -8.068 0.354
H -12.023 -4.129 -4.173 0.385
H 2.328 0.651 1.067 0.203
H -5.937 -1.361 -5.030 0.251
H -8.350 0.019 -4.145 0.081
H -0.973 3.954 -2.361 0.054
H -11.743 -5.049 -6.711 0.384
H -0.046 0.017 1.567 0.498
H 6.518 -1.587 4.839 0.333
H 5.856 1.836 3.589 0.480
H -0.427 4.350 -0.555 0.243